Below is an isolated molecule of C6H11NO at a distorted geometry, with properties calculated with ωB97M-V/def2-TZVPD.

Output
- Max |F|: 0.10775 hartree/bohr
- Energy relative to the best compared isomer or geometry (same formula, charge and spin): 80.1 kcal/mol
- Total charge: 0
- Orbital gap: 9.7 eV
- Electronic energy: -9934.9794 eV

Each line ends with the Mulliken charge.
Element x y z (Å)
C1 -1.441 0.130 -0.923  -0.198
C2 -0.274 -1.485 0.575  -0.282
C3 1.858 -0.368 -1.272  -1.082
C4 -0.558 0.832 1.571  -1.542
C5 1.305 0.391 -0.082  -0.699
C6 -0.119 -0.021 0.413  1.114
N1 -2.565 0.171 -0.335  -0.451
O1 0.397 -2.357 0.167  -0.437
H1 -1.115 0.448 -1.866  0.398
H2 -1.230 -1.854 1.177  0.282
H3 2.575 0.337 -1.732  0.371
H4 1.035 -0.420 -1.985  0.267
H5 2.365 -1.319 -1.046  0.259
H6 0.179 0.829 2.481  0.340
H7 -0.439 1.896 1.437  0.376
H8 -1.620 0.539 1.915  0.356
H9 2.105 0.439 0.699  0.334
H10 0.950 1.348 -0.386  0.368
H11 -3.407 0.463 -0.810  0.226


Below is an isolated molecule of CH2ClFP2 at a distorted geometry, with properties calculated with ωB97M-V/def2-TZVPD.

Output
- Max |F|: 0.04269 hartree/bohr
- Energy relative to the best compared isomer or geometry (same formula, charge and spin): 0.0 kcal/mol
- Total charge: 0
- Orbital gap: 10.2 eV
- Electronic energy: -34886.5718 eV

Each line ends with the Mulliken charge.
Element x y z (Å)
C1 -0.495 -0.223 0.395  -0.246
F1 2.103 -0.788 0.556  -0.271
P1 0.161 1.433 -0.215  -0.028
P2 1.052 -0.572 -0.669  0.300
Cl1 -2.076 -0.833 -0.165  -0.151
H1 -0.212 -0.319 1.514  0.336
H2 -0.533 1.302 -1.416  0.060


Below is a structure of composition C29H32GdN3O12 at a distorted geometry, with properties calculated with ωB97M-V/def2-TZVPD.

Output
- Max |F|: 0.08698 hartree/bohr
- Total charge: -2
- Orbital gap (alpha / beta): 2.1 / 5.6 eV
- Electronic energy: -80452.6169 eV
- Multiplicity: 8
- Expectation value of S²: 15.829

Each line ends with the Mulliken charge.
Element x y z (Å)
C1 0.316 0.024 -6.573  3.493
C2 0.182 -0.628 -5.167  -1.012
C3 -0.224 1.457 -6.461  -1.865
C4 -0.897 1.632 -5.048  0.561
H1 -0.980 1.628 -7.234  0.347
H2 0.583 2.182 -6.609  0.315
C5 -1.046 0.043 -4.603  0.390
H3 1.080 -0.399 -4.570  -0.248
H4 0.071 -1.719 -5.253  0.609
C6 -1.686 -0.462 -3.271  -0.785
H5 -1.860 -0.226 -5.304  0.110
H6 -1.964 1.922 -5.162  0.472
C7 -0.249 2.776 -4.380  0.793
C8 1.747 -0.063 -7.092  -0.592
C9 -0.440 -0.687 -7.704  -0.240
O1 -0.976 -0.111 -8.639  -0.672
O2 2.727 0.154 -6.388  -0.608
O3 1.834 -0.390 -8.391  -0.244
O4 -0.418 -2.022 -7.619  -0.230
C10 -0.990 -2.634 -8.784  -0.829
H7 -0.863 -3.702 -8.623  0.252
H8 -0.455 -2.291 -9.675  0.305
H9 -2.049 -2.368 -8.869  0.305
C11 3.177 -0.490 -8.884  -0.743
H10 3.732 0.441 -8.707  0.274
H11 3.079 -0.681 -9.955  0.241
H12 3.708 -1.321 -8.394  0.317
O5 -0.908 -1.015 -2.201  -0.478
H13 -2.365 -1.290 -3.568  0.256
H14 -2.352 0.349 -2.884  0.215
C12 -1.061 3.727 -3.597  -1.423
C13 1.211 3.001 -4.410  -1.412
H15 1.448 3.835 -5.108  0.290
H16 1.798 2.122 -4.737  0.000
H17 1.554 3.333 -3.407  0.450
H18 -0.558 3.996 -2.653  0.366
H19 -2.067 3.340 -3.365  0.336
H20 -1.208 4.679 -4.142  0.257
Gd1 0.268 -0.135 -0.806  -0.739
C14 -3.118 -0.242 1.348  -0.437
C15 -3.740 -0.333 0.068  -0.720
C16 -3.307 -1.552 -0.540  -0.070
H21 -4.442 0.384 -0.363  0.385
C17 -2.449 -2.225 0.375  -0.681
C18 -2.326 -1.410 1.539  -0.248
H22 -1.751 -1.670 2.420  0.540
H23 -3.269 0.557 2.069  0.462
H24 -3.603 -1.914 -1.525  0.474
H25 -1.985 -3.201 0.227  0.367
C19 2.758 0.521 -0.571  -0.966
C20 2.614 -0.680 0.196  -0.011
C21 2.294 -1.756 -0.686  -0.534
H26 2.816 -0.770 1.261  0.467
C22 2.275 -1.235 -2.021  -0.496
C23 2.570 0.177 -1.957  0.156
H27 2.746 0.835 -2.816  0.404
H28 3.042 1.513 -0.181  0.331
H29 2.171 -2.817 -0.417  0.375
H30 2.113 -1.816 -2.934  0.354
O6 -1.908 3.577 5.952  -0.665
N1 -1.216 2.540 5.972  0.964
O7 -0.943 1.933 7.034  -0.687
C24 -0.700 1.969 4.744  -0.233
C25 -0.979 2.554 3.499  -1.035
C26 -0.610 1.890 2.325  -0.419
C27 0.018 0.594 2.416  1.219
O8 0.144 -0.211 1.422  0.044
C28 0.379 0.117 3.697  -0.261
C29 0.009 0.763 4.856  -0.226
N2 1.003 -1.250 3.664  0.966
O9 0.212 -2.205 3.579  -0.598
O10 2.238 -1.345 3.650  -0.631
N3 -0.939 2.482 1.056  0.876
O11 -1.469 3.606 1.048  -0.868
O12 -0.674 1.892 -0.072  -0.449
H31 -1.499 3.507 3.432  0.528
H32 0.219 0.344 5.839  0.490


Among the records above, which one has the lowest total charge?
C29H32GdN3O12


Which of these has the highest max |F|?
C6H11NO